1.
Molecular formula: C36H90F9O38P8
Method: DFT, wB97M-V/def2-TZVPD

```
181
Properties=species:S:1:pos:R:3:mulliken_charge:R:1
C 3.400 3.440 -2.578 -0.0170
O 4.759 3.858 -2.836 -0.1484
O 3.354 2.301 -2.013 -0.6866
C 2.757 4.571 -1.779 0.6878
F 1.465 4.300 -1.502 0.1685
F 3.374 4.936 -0.631 -0.4637
F 2.721 5.739 -2.529 -0.3997
C 5.431 3.117 -3.758 -0.2417
C 6.729 3.839 -4.139 -1.3159
H 7.282 4.110 -3.236 0.2848
H 7.325 3.226 -4.816 0.3846
H 6.451 4.770 -4.653 0.3066
H 4.900 2.942 -4.711 0.2751
H 5.696 2.120 -3.384 0.2668
H 2.908 3.441 -3.584 -0.1399
C -0.174 -0.966 -0.837 0.5435
O 0.815 -0.150 -0.117 -0.4442
O 0.368 -1.653 -1.792 -0.8313
C -0.870 -1.790 0.271 0.2294
F -1.315 -0.804 1.161 0.0508
F -1.988 -2.462 -0.157 -0.2298
F -0.082 -2.625 1.003 -0.0774
C 0.340 1.152 0.059 1.7627
C 1.269 1.976 0.960 -0.7429
H 2.265 1.969 0.491 0.0370
H 1.016 3.047 0.898 0.2665
H 1.330 1.635 1.998 -0.3436
H -0.692 1.271 0.449 -0.3949
H 0.357 1.733 -0.878 -0.2944
H -0.973 -0.290 -1.269 -0.5175
C 4.059 -3.581 -5.128 -0.1819
O 2.845 -2.903 -4.659 -0.0936
O 4.521 -4.277 -4.172 -0.8667
C 3.832 -4.381 -6.425 0.8208
F 3.048 -5.443 -6.289 -0.3036
F 3.303 -3.635 -7.425 -0.3063
F 5.016 -4.832 -6.914 -0.3074
C 2.346 -1.905 -5.492 -0.2207
C 0.954 -1.444 -5.057 -0.3964
H 0.910 -0.808 -4.171 -0.1964
H 0.465 -0.869 -5.860 0.3774
H 0.327 -2.307 -4.825 0.2447
H 2.143 -2.312 -6.488 0.1992
H 3.037 -1.058 -5.549 0.1431
H 4.757 -2.740 -5.356 0.1041
C -2.030 -8.912 1.592 -0.6970
O -1.752 -8.215 2.788 -0.3638
P -2.516 -6.898 3.218 1.1851
O -2.324 -6.584 4.625 -0.7863
O -1.939 -5.861 2.197 -0.1476
C -2.435 -4.513 2.168 -0.0250
O -4.001 -7.157 2.699 -0.2679
C -4.821 -8.028 3.429 -0.7961
H -1.146 -8.850 0.954 0.2769
H -2.875 -8.482 1.058 0.3416
H -2.183 -9.975 1.783 0.2254
H -2.948 -4.200 3.075 0.4304
H -3.069 -4.413 1.288 0.2394
H -1.595 -3.844 1.990 -0.4360
H -4.395 -8.324 4.389 0.3643
H -5.074 -8.884 2.805 0.2650
H -5.758 -7.529 3.690 0.2636
C 1.021 -0.802 3.613 -0.7602
O 1.139 -2.207 3.736 -0.0006
P 2.502 -2.904 3.296 1.1432
O 2.959 -2.714 1.952 -0.7539
O 3.591 -2.421 4.348 -0.1123
C 3.356 -2.529 5.723 -0.8533
O 2.193 -4.398 3.721 -0.4720
C 1.290 -5.130 2.908 -0.6463
H 1.627 -0.346 2.828 0.4247
H 1.234 -0.349 4.595 0.4194
H -0.015 -0.526 3.400 0.0252
H 2.300 -2.691 5.967 0.2817
H 3.568 -1.563 6.197 0.2602
H 3.961 -3.300 6.195 0.2470
H 1.072 -4.674 1.943 0.2210
H 0.396 -5.428 3.460 0.2295
H 1.750 -6.102 2.691 0.3166
C -4.107 4.199 -4.049 -0.8951
O -3.392 3.081 -4.506 0.5514
P -2.297 3.216 -5.668 0.6655
O -2.544 4.340 -6.567 -0.8740
O -0.943 3.201 -4.877 -0.3117
C -0.741 2.081 -3.994 0.5713
O -2.326 1.807 -6.359 -0.2577
C -3.542 1.433 -7.052 -0.4156
H -3.803 4.533 -3.058 0.1208
H -5.147 3.872 -4.007 0.2180
H -4.060 5.067 -4.709 0.4040
H -0.605 2.400 -2.963 -0.5975
H 0.119 1.484 -4.294 0.3985
H -1.601 1.405 -3.937 -0.1702
H -3.839 0.534 -6.512 -0.0607
H -3.280 1.128 -8.061 0.2695
H -4.280 2.228 -6.999 0.3043
C 5.710 2.354 1.645 -0.2322
O 6.536 1.335 2.175 -0.5149
P 5.890 -0.110 2.283 0.5269
O 5.368 -0.657 1.065 -0.5160
O 7.132 -0.925 2.866 -0.4493
C 6.909 -2.341 3.025 -0.6225
O 4.882 0.050 3.525 0.6764
C 5.278 0.774 4.674 -0.8625
H 5.756 3.298 2.194 0.1654
H 4.666 2.037 1.711 -0.0694
H 5.924 2.536 0.594 0.3576
H 7.065 -2.611 4.074 0.2410
H 7.685 -2.865 2.458 0.2924
H 5.945 -2.678 2.642 0.2172
H 5.792 0.118 5.380 0.2382
H 4.343 1.074 5.178 0.1327
H 5.733 1.742 4.460 0.3586
C -0.613 4.654 -1.206 -0.6541
O -2.029 4.855 -1.090 -0.4948
P -2.943 3.945 -0.199 0.2994
O -4.298 4.458 -0.033 -0.8808
O -2.055 3.859 1.108 -0.1017
C -2.498 3.135 2.261 -0.6051
O -2.813 2.563 -0.923 1.3259
C -3.870 1.745 -1.413 -0.6177
H -0.385 4.509 -2.258 0.3138
H -0.318 3.760 -0.660 0.0787
H -0.082 5.525 -0.834 0.2400
H -2.600 3.817 3.110 0.4011
H -1.788 2.369 2.572 0.0673
H -3.480 2.708 2.040 0.2591
H -4.567 1.442 -0.635 0.1177
H -3.409 0.842 -1.807 0.1120
H -4.373 2.246 -2.235 -0.0872
C 3.597 5.813 1.256 -0.7203
O 3.314 4.964 2.368 0.4930
P 3.762 5.308 3.824 0.4149
O 3.056 6.340 4.577 -0.8449
O 5.334 5.496 3.750 -0.3156
C 6.067 5.562 4.973 -0.7983
O 3.687 3.873 4.495 -0.0541
C 2.427 3.244 4.591 -0.5716
H 4.244 6.640 1.564 0.4150
H 2.677 6.193 0.823 0.1269
H 4.162 5.275 0.495 0.4630
H 6.344 6.593 5.210 0.2612
H 6.937 4.917 4.893 0.2820
H 5.454 5.255 5.827 0.3304
H 2.425 2.342 3.982 -0.0086
H 1.616 3.881 4.227 0.4198
H 2.170 3.019 5.625 0.3341
C -3.180 -1.818 -3.743 -0.3175
O -4.093 -1.768 -4.881 -0.2661
P -5.569 -1.305 -4.715 0.2952
O -6.344 -1.300 -5.956 -0.7955
O -6.180 -2.255 -3.593 -0.2643
C -6.491 -3.600 -3.941 -0.8150
O -5.475 0.092 -3.981 0.7277
C -6.582 0.968 -3.977 -0.8310
H -2.228 -1.338 -3.948 0.0265
H -2.967 -2.878 -3.615 0.3835
H -3.628 -1.459 -2.819 0.2364
H -6.238 -3.807 -4.981 0.3565
H -7.568 -3.760 -3.871 0.2683
H -5.960 -4.248 -3.252 0.2688
H -7.462 0.529 -4.448 0.4362
H -6.317 1.918 -4.430 0.1041
H -6.870 1.126 -2.932 0.2629
C -6.904 0.156 4.450 -0.7877
O -5.519 -0.059 4.485 -0.2659
P -4.939 -1.405 3.865 0.3723
O -5.512 -2.613 4.450 -0.7559
O -5.178 -1.273 2.314 -0.2744
C -4.459 -0.305 1.521 -0.2698
O -3.375 -1.239 3.966 0.3706
C -2.763 -1.648 5.177 -0.8348
H -7.104 1.210 4.273 0.2852
H -7.440 -0.196 5.331 0.2668
H -7.356 -0.374 3.603 0.3196
H -5.170 0.450 1.156 0.2578
H -3.990 -0.764 0.657 0.0950
H -3.749 0.289 2.098 0.3851
H -1.917 -0.973 5.347 0.2624
H -2.317 -2.637 5.118 0.2363
H -3.395 -1.510 6.053 0.3665
```

Computed properties:
E_tot   -215378.0146 eV
Gap between HOMO and LUMO   3.8 eV
Relative energy (zero: lowest compared OMol25 entry of this formula, charge and spin)   0.00 kcal per mole
Multiplicity   1
Charge   -3
Lowest unoccupied orbital energy   4.3 eV

=====

2.
Molecular formula: C36H90N6O12
Method: DFT, wB97M-V/def2-TZVPD

```
144
Properties=species:S:1:pos:R:3:mulliken_charge:R:1
C 12.791 -34.437 -19.788 -0.6833
O 14.078 -34.079 -19.320 -0.3296
C 14.675 -32.881 -19.760 0.1450
C 15.858 -32.695 -18.791 -0.7683
N 16.924 -33.652 -19.039 -0.3612
C 17.931 -33.599 -17.996 -0.4926
C 19.107 -34.555 -18.225 -0.3925
O 20.178 -34.165 -17.367 -0.3694
C 20.961 -33.135 -17.936 -0.6623
H 12.922 -35.466 -20.138 0.2959
H 12.382 -33.880 -20.635 0.2307
H 12.087 -34.448 -18.955 0.2353
H 14.030 -32.001 -19.665 -0.1093
H 15.047 -32.961 -20.789 0.3387
H 15.375 -32.930 -17.830 0.3115
H 16.198 -31.660 -18.738 0.4183
H 16.498 -34.553 -19.210 0.2664
H 17.542 -33.590 -16.968 0.3156
H 18.328 -32.581 -18.069 0.1846
H 19.432 -34.476 -19.268 0.3287
H 18.908 -35.616 -18.075 0.3340
H 21.516 -33.492 -18.815 0.2602
H 21.725 -32.859 -17.213 0.2567
H 20.373 -32.293 -18.305 0.2902
C 3.198 -36.228 -28.878 -0.7136
O 2.339 -35.999 -27.798 -0.3329
C 2.684 -36.650 -26.608 -0.6645
C 3.786 -36.002 -25.813 -0.3462
N 3.420 -34.656 -25.333 -0.3326
C 4.464 -34.047 -24.534 -0.9186
C 5.708 -33.598 -25.340 -0.0498
O 6.669 -34.631 -25.300 -0.3632
C 8.003 -34.118 -25.515 -0.5691
H 3.255 -37.221 -29.339 0.3090
H 4.238 -36.106 -28.531 0.2443
H 3.069 -35.465 -29.641 0.2801
H 3.022 -37.681 -26.799 0.3784
H 1.791 -36.764 -25.989 0.3558
H 4.697 -35.824 -26.382 0.2463
H 4.020 -36.674 -24.975 0.3138
H 2.586 -34.618 -24.759 0.2491
H 4.798 -34.733 -23.738 0.3066
H 3.954 -33.172 -24.116 0.4848
H 5.987 -32.634 -24.902 0.1207
H 5.371 -33.384 -26.363 0.2917
H 8.552 -35.065 -25.506 0.2671
H 8.215 -33.518 -24.631 0.1997
H 8.111 -33.627 -26.484 0.2400
C 9.248 -33.448 -34.318 -0.8275
O 8.778 -32.258 -34.857 -0.3108
C 7.403 -32.243 -35.141 -0.3932
C 6.911 -30.852 -35.371 -0.8867
N 7.162 -29.901 -34.244 -0.4663
C 6.460 -30.273 -33.006 -0.3576
C 6.971 -29.570 -31.787 -0.7159
O 8.232 -30.112 -31.382 -0.3168
C 8.499 -29.954 -30.013 -0.9453
H 9.212 -33.533 -33.231 0.2979
H 10.302 -33.660 -34.549 0.2885
H 8.880 -34.365 -34.800 0.3274
H 6.781 -32.750 -34.400 0.3889
H 7.165 -32.750 -36.088 0.4114
H 5.824 -30.816 -35.479 0.4102
H 7.391 -30.281 -36.168 0.3702
H 8.148 -29.979 -33.999 0.3195
H 6.633 -31.334 -32.767 0.1859
H 5.390 -30.184 -33.205 0.3675
H 6.303 -29.789 -30.944 0.4459
H 7.056 -28.481 -31.862 0.3360
H 9.509 -30.365 -29.893 0.3420
H 7.859 -30.634 -29.441 0.3923
H 8.590 -28.907 -29.707 0.3332
C 6.790 -31.655 -16.964 -0.6321
O 6.602 -31.046 -15.715 -0.3988
C 5.849 -31.789 -14.772 -0.7309
C 6.537 -32.995 -14.212 -0.4888
N 7.749 -32.656 -13.479 -0.2185
C 8.416 -33.784 -12.877 -0.6312
C 9.618 -33.250 -12.112 -0.4208
O 10.231 -34.221 -11.291 -0.3260
C 11.335 -33.685 -10.589 -0.7239
H 7.622 -32.365 -17.043 0.2474
H 6.924 -30.891 -17.728 0.1160
H 5.876 -32.214 -17.208 0.4192
H 4.857 -32.062 -15.156 0.4444
H 5.569 -31.063 -14.005 0.3344
H 6.829 -33.626 -15.068 0.2945
H 5.816 -33.524 -13.587 0.4607
H 8.392 -32.284 -14.174 0.1761
H 8.770 -34.592 -13.539 0.3018
H 7.770 -34.298 -12.159 0.2951
H 9.241 -32.524 -11.371 0.3132
H 10.299 -32.672 -12.751 0.3009
H 10.977 -32.961 -9.855 0.2983
H 12.058 -33.269 -11.298 0.3082
H 11.883 -34.494 -10.108 0.2546
C 5.963 -23.363 -24.241 -0.7075
O 5.862 -24.326 -25.250 -0.3227
C 4.625 -24.981 -25.351 -0.6315
C 4.344 -26.007 -24.254 -0.4512
N 5.279 -27.129 -24.353 -0.3044
C 5.151 -28.073 -23.248 -0.5588
C 5.920 -27.638 -22.002 -0.5570
O 7.295 -27.719 -22.257 -0.1522
C 8.099 -27.652 -21.098 -0.8857
H 7.029 -23.165 -24.155 0.2505
H 5.445 -23.546 -23.291 0.2864
H 5.495 -22.387 -24.462 0.3076
H 4.562 -25.435 -26.338 0.3411
H 3.733 -24.340 -25.287 0.3509
H 3.319 -26.371 -24.323 0.4227
H 4.460 -25.501 -23.284 0.2002
H 6.218 -26.754 -24.253 0.3096
H 5.560 -29.068 -23.445 0.0773
H 4.099 -28.209 -22.987 0.4186
H 5.592 -28.276 -21.160 0.3773
H 5.573 -26.716 -21.507 0.3708
H 7.732 -28.224 -20.235 0.2867
H 8.069 -26.626 -20.715 0.3780
H 9.103 -28.009 -21.309 0.2022
C 9.633 -29.943 -18.083 -0.0750
O 10.894 -30.430 -18.592 -0.3660
C 11.185 -30.100 -19.923 -0.5432
C 10.391 -30.875 -20.972 -0.0654
N 10.784 -30.393 -22.305 -0.2125
C 10.175 -31.071 -23.457 -0.6908
C 8.828 -30.421 -23.727 -0.4754
O 8.281 -30.857 -24.959 -0.0879
C 8.788 -30.055 -26.025 -0.6717
H 9.736 -28.866 -17.960 0.2970
H 9.573 -30.475 -17.136 0.0937
H 8.865 -30.337 -18.747 -0.0450
H 12.237 -30.388 -20.021 0.1427
H 11.201 -29.026 -20.144 0.2862
H 9.320 -30.681 -20.870 0.1257
H 10.603 -31.948 -20.918 0.1185
H 11.796 -30.446 -22.331 0.2490
H 10.146 -32.161 -23.355 0.2774
H 10.834 -30.923 -24.317 0.4692
H 8.878 -29.342 -23.558 0.2977
H 8.236 -30.685 -22.841 0.0884
H 8.373 -29.046 -26.053 0.2569
H 8.631 -30.732 -26.865 0.1165
H 9.873 -29.902 -25.966 0.3741
```

Computed properties:
E_tot   -72290.8961 eV
SMILES string   COCCNCCOC.COCCNCCOC.COCCNCCOC.COCCNCCOC.COCCNCCOC.COCCNCCOC
Gap between HOMO and LUMO   8.9 eV
Relative energy (zero: lowest compared OMol25 entry of this formula, charge and spin)   319.48 kcal per mole
Multiplicity   1
Lowest unoccupied orbital energy   0.3 eV

=====

3.
Molecular formula: C36H90N6O12
Method: DFT, wB97M-V/def2-TZVPD

```
144
Properties=species:S:1:pos:R:3:mulliken_charge:R:1
C -0.332 0.167 3.159 -0.1864
O 0.934 0.167 2.484 -0.2986
C 1.980 -0.663 3.065 -0.3526
C 2.549 -0.057 4.288 -0.6632
N 1.713 -0.513 5.355 -0.3038
C 2.251 0.114 6.581 -0.7685
C 1.057 0.227 7.537 -0.5927
O 0.228 1.219 7.063 -0.2635
C -0.949 1.344 7.903 -0.9025
H -0.330 0.497 4.198 0.2505
H -1.027 -0.606 2.833 0.1613
H -0.672 1.142 2.810 -0.1249
H 2.727 -0.775 2.279 0.0782
H 1.597 -1.650 3.325 0.3808
H 2.419 1.013 4.128 0.3448
H 3.591 -0.338 4.440 0.4341
H 0.789 -0.111 5.297 0.2007
H 2.750 1.080 6.505 0.3728
H 3.019 -0.500 7.052 0.3984
H 1.552 0.538 8.457 0.4066
H 0.484 -0.700 7.554 0.3716
H -0.838 2.032 8.741 0.2970
H -1.437 0.442 8.274 0.3735
H -1.728 1.574 7.177 0.2915
C -4.182 -8.299 -2.268 -0.7911
O -4.236 -7.429 -1.172 -0.2861
C -3.291 -6.364 -1.079 -0.7662
C -3.564 -5.633 0.226 -0.5545
N -4.698 -4.746 -0.124 -0.3313
C -5.127 -4.005 1.083 -0.4921
C -6.566 -4.374 1.418 -0.8523
O -6.650 -5.657 1.976 -0.2663
C -7.856 -6.133 2.529 -0.7948
H -4.743 -9.219 -2.104 0.2327
H -3.153 -8.581 -2.493 0.2967
H -4.548 -7.880 -3.205 0.3166
H -3.511 -5.686 -1.903 0.3508
H -2.297 -6.798 -1.182 0.5629
H -2.713 -4.993 0.462 0.4327
H -3.814 -6.235 1.100 0.3051
H -5.486 -5.301 -0.424 0.3145
H -5.161 -2.956 0.790 0.2724
H -4.492 -4.220 1.943 0.3609
H -7.254 -4.219 0.588 0.3945
H -6.943 -3.723 2.207 0.4885
H -8.665 -5.924 1.829 0.3382
H -8.083 -5.774 3.533 0.2628
H -7.730 -7.215 2.501 0.2419
C -6.131 -3.252 -11.576 -0.7313
O -6.267 -2.586 -10.268 -0.3283
C -4.930 -2.148 -9.742 -0.4903
C -5.063 -1.332 -8.515 -0.6075
N -3.749 -1.053 -7.943 -0.3430
C -3.775 0.132 -7.069 -0.5303
C -2.346 0.162 -6.548 -0.7231
O -2.274 -0.745 -5.443 -0.2588
C -1.044 -1.521 -5.466 -0.8946
H -5.748 -4.271 -11.518 0.2914
H -5.414 -2.780 -12.249 0.2958
H -7.124 -3.520 -11.935 0.2903
H -4.571 -1.422 -10.472 0.2793
H -4.158 -2.898 -9.571 0.3045
H -5.545 -1.960 -7.766 0.3407
H -5.704 -0.487 -8.765 0.3391
H -3.506 -1.822 -7.335 0.2445
H -4.403 0.050 -6.182 0.2886
H -3.937 1.141 -7.447 0.4229
H -2.244 1.234 -6.373 0.3566
H -1.589 0.007 -7.317 0.4151
H -0.736 -2.057 -6.364 0.4165
H -1.217 -2.159 -4.599 0.2070
H -0.177 -1.008 -5.051 0.3778
C -2.694 1.453 0.708 -0.5637
O -3.297 1.480 -0.561 -0.4964
C -2.484 0.892 -1.597 -0.7238
C -2.439 -0.622 -1.600 -0.3926
N -1.310 -0.979 -0.728 0.0100
C -1.269 -2.407 -0.743 -0.2617
C 0.082 -2.665 -0.045 -0.4819
O 1.175 -2.466 -0.941 -0.3562
C 2.503 -2.635 -0.380 -0.2671
H -1.701 1.901 0.687 0.1617
H -2.735 0.469 1.174 0.1707
H -3.207 2.022 1.484 0.4534
H -1.449 1.221 -1.689 0.3338
H -3.035 1.212 -2.482 0.3905
H -2.151 -0.736 -2.645 0.1020
H -3.314 -1.264 -1.496 0.4623
H -0.418 -0.700 -1.111 0.2842
H -1.006 -2.762 -1.740 0.1053
H -2.117 -2.915 -0.284 0.2087
H 0.114 -3.722 0.222 0.5863
H 0.185 -2.056 0.853 -0.0707
H 2.671 -1.790 0.288 -0.0879
H 3.328 -2.446 -1.067 0.1842
H 2.646 -3.580 0.143 0.3309
C 5.983 -0.721 -1.481 -0.6849
O 6.989 0.158 -1.109 -0.3313
C 7.852 -0.384 -0.058 -0.6012
C 8.844 0.728 0.336 -0.6773
N 10.014 0.810 -0.609 -0.3139
C 11.140 1.642 -0.171 -0.6242
C 12.284 1.032 0.693 -0.3835
O 13.091 2.071 1.378 -0.3178
C 14.390 1.638 1.839 -0.7571
H 5.105 -0.646 -0.839 0.1473
H 6.333 -1.750 -1.561 0.3498
H 5.544 -0.354 -2.409 0.3421
H 8.373 -1.299 -0.342 0.3530
H 7.272 -0.695 0.810 0.3894
H 9.202 0.593 1.357 0.4203
H 8.406 1.726 0.324 0.3760
H 9.686 0.992 -1.547 0.2440
H 10.669 2.428 0.419 0.2783
H 11.705 2.047 -1.010 0.3514
H 12.944 0.458 0.042 0.2853
H 11.974 0.358 1.491 0.2861
H 15.092 2.470 1.792 0.2742
H 14.975 0.873 1.327 0.3154
H 14.348 1.327 2.883 0.2807
C -0.216 9.799 5.487 -0.7842
O -0.892 8.695 5.048 -0.2983
C -2.157 8.933 4.405 -0.5406
C -2.686 7.568 3.767 -0.6661
N -2.696 7.532 2.327 -0.3474
C -1.445 7.329 1.547 -0.4077
C -0.689 5.997 1.806 -0.6757
O 0.333 5.887 0.844 -0.3818
C 0.527 4.607 0.318 -0.6642
H -0.805 10.344 6.224 0.3063
H -0.087 10.541 4.699 0.3210
H 0.761 9.621 5.936 0.2497
H -2.130 9.664 3.597 0.3348
H -2.806 9.209 5.236 0.4728
H -3.646 7.349 4.235 0.3762
H -2.078 6.765 4.183 0.2663
H -3.291 8.163 1.809 0.2520
H -0.855 8.244 1.605 0.2823
H -1.648 7.150 0.492 0.3441
H -1.212 5.130 2.211 0.4489
H 0.019 6.257 2.592 0.2916
H 1.303 4.650 -0.447 0.2936
H -0.429 4.398 -0.162 0.3139
H 0.620 3.774 1.015 0.2241
```

Computed properties:
E_tot   -72286.6293 eV
SMILES string   COCCNCCOC.COCCNCCOC.COCCNCCOC.COCCNCCOC.COCCNCCOC.COCCNCCOC
Gap between HOMO and LUMO   8.9 eV
Relative energy (zero: lowest compared OMol25 entry of this formula, charge and spin)   417.87 kcal per mole
Multiplicity   1
Lowest unoccupied orbital energy   0.6 eV

=====

Number 1: F_max 5.500 eV/A. Number 2: F_max 2.964 eV/A. Number 3: F_max 4.535 eV/A.